Entry 1:
Here is a molecular structure, C40H48BrFN7O6SV in a non-equilibrium geometry from the OMol25 dataset. Energies are from ωB97M-V/def2-TZVPD.

The geometry in XYZ format:
```
105
Properties=species:S:1:pos:R:3:forces:R:3:mulliken_charge:R:1
V -0.02228 -0.96825 0.68965 -0.2 0.7 0.7 -0.543
C -1.57380 -2.59691 2.85508 -0.1 0.0 0.0 -0.966
C -0.25257 -2.26302 3.52798 0.0 0.0 0.0 -0.449
N 0.33310 -1.00761 2.99334 -0.1 -0.1 0.1 0.003
C 0.01126 0.16840 3.83381 0.1 0.1 -0.1 -0.807
C -1.45482 0.52013 3.68695 0.0 -0.1 0.1 -0.966
S -1.77965 0.57069 1.90859 -0.2 0.2 -0.1 0.536
C -3.27794 -0.42268 1.67926 0.0 0.0 0.0 -0.979
C -2.91444 -1.72099 0.96974 0.0 0.0 -0.1 -0.428
N -1.58199 -2.21251 1.41450 -0.3 -0.2 0.2 0.191
H -1.77529 -3.66477 2.94227 0.0 0.0 0.0 0.519
H -2.39950 -2.09258 3.34866 0.0 0.0 0.0 0.338
H -0.41447 -2.17769 4.60476 0.0 0.0 0.0 0.827
H 0.45953 -3.06793 3.38103 0.0 0.0 0.0 -0.007
H 1.34017 -1.12285 3.00966 0.1 0.0 -0.1 -0.465
H 0.25167 -0.02555 4.88155 0.0 0.0 0.0 0.708
H 0.62797 0.99722 3.49244 0.0 0.0 0.0 0.211
H -2.10907 -0.20073 4.17353 0.0 0.0 0.0 0.408
H -1.67175 1.50359 4.10159 0.0 0.0 0.0 0.713
H -3.72426 -0.57917 2.65911 0.0 0.0 0.0 0.503
H -3.99051 0.15262 1.09164 0.0 0.0 0.0 0.568
H -3.67986 -2.48108 1.14044 0.0 0.0 0.0 0.674
H -2.85190 -1.55217 -0.10514 0.0 0.0 0.0 0.096
H -1.39471 -3.05432 0.87560 0.1 0.0 0.0 0.343
C 2.64689 -1.58281 -1.39068 0.0 0.0 0.0 -1.542
O 2.02853 -0.61408 -0.52382 0.1 0.0 -0.2 0.485
C 2.62417 0.62575 -0.46593 -0.1 -0.1 0.1 0.082
C 3.69189 1.07027 -1.21945 0.0 0.0 -0.1 -0.405
C 4.02832 2.42201 -1.14050 0.0 0.0 0.0 -0.568
Br 5.45995 3.05399 -2.17454 0.0 0.0 0.0 -0.107
C 3.31157 3.30519 -0.34927 0.1 0.0 0.1 -0.707
C 2.28196 2.83048 0.45903 0.1 0.1 -0.1 0.324
C 1.99699 1.48247 0.41237 -0.2 0.0 -0.2 0.137
O 0.87498 0.96241 1.09463 0.3 0.0 0.1 0.942
C 1.38661 3.74335 1.19746 -0.1 0.0 0.2 -0.410
N 0.61641 4.59994 0.60676 -0.2 -0.1 -0.1 -0.484
C -0.11633 5.20107 1.63083 0.0 0.0 0.0 0.723
C -1.07774 6.20715 1.55880 0.0 0.0 0.0 -0.855
C -1.62721 6.64489 2.74560 0.0 0.0 0.0 -0.597
C -1.23563 6.10292 3.98105 0.0 0.0 0.0 -0.537
C -0.29329 5.09745 4.06741 0.0 0.0 0.0 -1.148
C 0.24799 4.65614 2.86490 0.0 0.0 -0.1 0.487
N 1.18415 3.66328 2.56786 0.3 0.0 0.0 0.227
H 2.71950 -1.18426 -2.40147 0.0 0.0 0.0 0.456
H 2.00685 -2.45855 -1.38194 0.0 0.0 0.0 0.227
H 3.63937 -1.83062 -1.01419 0.0 0.0 0.0 0.459
H 4.23907 0.42233 -1.88737 0.0 0.0 0.0 0.661
H 3.54028 4.36161 -0.34892 0.0 0.0 0.0 0.625
H 0.15811 1.59541 0.91004 0.0 0.0 0.1 -0.159
H -1.35941 6.63592 0.60677 0.0 0.0 0.0 0.510
H -2.36597 7.43445 2.73437 0.0 0.0 0.0 0.443
H -1.67763 6.49408 4.88741 0.0 0.0 0.0 0.434
H 0.01758 4.70030 5.02533 0.0 0.0 0.0 0.488
H 1.92533 3.40167 3.20353 -0.1 0.0 0.0 0.394
C -2.88993 -1.16218 -6.37575 0.0 0.0 0.0 -1.872
C -2.42368 0.21379 -5.93781 0.0 0.0 0.1 0.488
C -3.46123 1.28505 -6.21812 0.0 0.0 0.0 -0.936
C -2.91787 2.65417 -5.85640 0.0 0.0 0.0 -1.028
C -2.44196 2.67329 -4.43074 0.0 0.0 -0.1 1.034
C -2.39606 3.85243 -3.72298 0.0 0.0 0.0 -0.982
C -1.97074 3.87466 -2.39501 0.0 0.0 0.0 -0.228
F -1.94711 5.03597 -1.75531 0.0 0.0 0.0 -0.272
C -1.59792 2.73715 -1.73736 0.0 0.0 0.0 -0.727
C -1.63436 1.52110 -2.43382 0.1 0.0 0.1 1.241
C -1.23699 0.30495 -1.78182 0.0 -0.1 -0.1 0.095
O -0.86993 0.34405 -0.53823 0.1 0.1 0.0 0.092
C -1.28617 -0.87129 -2.51523 0.0 0.0 0.0 0.067
C -1.71345 -0.84610 -3.84236 0.0 0.0 0.0 -0.325
N -2.06896 0.25579 -4.46308 0.0 0.1 0.0 0.030
C -2.04773 1.48372 -3.78269 0.0 -0.1 0.0 -0.720
C -0.88314 -2.14519 -1.91833 0.0 0.0 0.0 -0.075
O -1.03648 -3.22689 -2.40661 0.0 0.0 0.0 -0.622
O -0.25032 -2.03410 -0.71770 -0.1 -0.6 -0.7 0.124
H -3.24950 -1.07688 -7.40005 0.0 0.0 0.0 0.432
H -3.72090 -1.51851 -5.76425 0.0 0.0 0.0 0.413
H -2.09746 -1.90900 -6.39097 0.0 0.0 0.0 0.535
H -1.49357 0.47450 -6.44984 0.0 0.0 0.0 0.183
H -4.37977 1.06285 -5.66736 0.0 0.0 0.0 0.346
H -3.70687 1.24447 -7.27817 0.0 0.0 0.0 0.379
H -3.66843 3.42998 -6.00043 0.0 0.0 0.0 0.514
H -2.08100 2.90392 -6.51576 0.0 0.0 0.0 0.354
H -2.69881 4.78334 -4.18668 0.0 0.0 0.0 0.550
H -1.28651 2.79333 -0.70493 0.0 0.0 0.0 0.510
H -1.74785 -1.77178 -4.39637 0.0 0.0 0.0 0.712
C 0.47038 -5.07656 0.59747 0.0 0.0 0.1 -0.479
N 1.75696 -4.70393 1.17290 -0.1 -0.1 0.0 0.109
C 2.63813 -5.83328 1.51297 0.0 0.0 0.0 -0.542
C 4.07763 -5.38318 1.57984 0.0 0.0 0.0 -0.772
C 4.16400 -4.17273 2.47661 0.0 0.0 0.0 -0.510
N 3.24085 -3.12626 2.00427 0.1 0.0 0.0 0.330
C 3.65933 -1.75626 2.25463 0.0 0.1 0.0 -1.479
C 2.06007 -3.42519 1.43613 0.0 0.0 -0.2 -0.039
O 1.22501 -2.50118 1.14629 0.3 -0.1 0.3 0.697
H 0.62660 -5.87737 -0.12222 0.0 0.0 0.0 0.580
H 0.04208 -4.23891 0.05990 0.0 0.0 -0.1 -0.199
H -0.21123 -5.44785 1.36940 0.0 0.0 0.0 0.244
H 2.50639 -6.58964 0.74103 0.0 0.0 0.0 0.392
H 2.31395 -6.27045 2.46107 0.0 0.0 0.0 0.304
H 4.44559 -5.13963 0.58137 0.0 0.0 0.0 0.292
H 4.70019 -6.18503 1.97334 0.0 0.0 0.0 0.393
H 5.16597 -3.74819 2.47052 0.0 0.0 0.0 0.362
H 3.92062 -4.43083 3.51103 0.0 0.0 0.0 0.289
H 4.71628 -1.65406 2.01258 0.0 0.0 0.0 0.574
H 3.54884 -1.48635 3.31034 0.0 0.0 0.0 0.230
H 3.10891 -1.06572 1.62254 -0.1 0.0 0.0 0.297
```
Forces are in eV/Å.

Computed properties:
orbital gap (spin up / spin down) = 4.9 / 5.8 eV
charge = +3
LUMO (spin up / spin down) = -9.785 / -8.935 eV
energy above the lowest of the compared OMol25 structures with the same formula, charge and spin = 5.97 kcal/mol
E_tot = -174238.7719 eV
multiplicity = 2

Entry 2:
Here is a molecular structure, C40H49BCl3N9S4Tc in a non-equilibrium geometry from the OMol25 dataset. Energies are from ωB97M-V/def2-TZVPD.

The geometry in XYZ format:
```
107
Properties=species:S:1:pos:R:3:forces:R:3:mulliken_charge:R:1
Tc 0.40320 0.20320 0.17130 0.4 -1.6 1.7 -0.230
C -3.88470 -1.43300 3.03330 0.0 -0.1 0.1 -1.852
C -3.99140 -0.97380 1.62260 -1.0 0.2 -0.3 0.600
C -5.18660 -0.58680 1.05130 0.9 -0.2 0.2 -0.585
C -5.19850 -0.09410 -0.27410 0.3 -0.1 -0.1 -0.248
N -4.12770 -0.17500 -1.01770 -0.2 0.2 -0.9 -0.348
N -2.99190 -0.64870 -0.51960 -0.8 -0.2 1.9 1.033
B -1.93920 -0.97660 -1.49140 0.1 -0.2 0.3 -1.207
N -1.58210 -2.41370 -1.58150 1.2 -1.2 0.0 0.740
N -2.61840 -3.23330 -1.67680 -0.8 0.2 0.0 -0.589
C -2.43630 -4.51160 -1.89550 0.0 0.3 0.1 -0.344
C -1.13090 -5.04590 -1.98030 0.6 0.7 0.1 -0.473
C -0.04000 -4.21580 -1.81820 -0.7 -0.5 -0.1 0.589
C 1.35910 -4.71430 -1.80660 0.1 0.0 -0.1 -1.771
C -0.30170 -2.83770 -1.62640 -0.1 0.7 0.1 0.908
S 0.93730 -1.66580 -1.46620 -0.3 0.4 0.4 -0.370
C -3.70570 -5.30100 -2.11800 -0.4 0.0 -0.1 2.253
C -4.75370 -4.89750 -1.07390 0.1 0.0 -0.1 -1.575
C -4.20140 -4.89270 -3.51640 0.0 -0.1 0.2 -1.542
C -3.49220 -6.81180 -2.05490 0.1 0.2 0.0 -2.155
N -1.72630 -0.11390 -2.63700 0.3 1.8 -1.1 1.094
N -1.67490 -0.68810 -3.84100 -0.1 -0.8 -0.2 -0.622
C -1.68390 0.03970 -4.92760 -0.2 -0.4 0.4 -0.342
C -1.75790 1.44800 -4.85530 0.0 0.5 1.1 -0.495
C -1.74650 2.06940 -3.62170 -0.2 -0.2 -1.2 -0.527
C -1.79160 3.54800 -3.45500 0.0 0.1 0.0 -1.561
C -1.66770 1.24510 -2.48360 0.1 -0.5 1.2 1.851
S -1.44330 1.85980 -0.90800 0.3 -0.4 -0.1 -0.285
C -1.66020 -0.75470 -6.21810 0.0 -0.3 -0.2 2.193
C -2.75840 -1.82610 -6.12650 0.1 0.1 0.0 -1.607
C -1.89930 0.11280 -7.45410 0.0 0.0 0.3 -2.287
C -0.28850 -1.43530 -6.32240 -0.2 0.1 0.0 -1.351
C -2.83960 -0.91580 0.80570 1.0 0.1 -0.4 0.839
S -1.25370 -1.12130 1.44610 -0.6 -0.1 -0.1 -0.493
C -6.43340 0.43270 -0.97010 -0.1 0.0 -0.4 2.075
C -6.03150 1.57790 -1.90710 0.0 -0.1 0.1 -1.520
C -6.96270 -0.75460 -1.79220 0.0 0.2 0.0 -1.560
C -7.49970 0.91830 0.01210 0.3 -0.1 -0.1 -1.988
H -4.83590 -1.35750 3.55100 -0.1 0.0 0.0 0.428
H -3.13860 -0.85100 3.57120 0.0 0.0 0.0 0.345
H -3.56570 -2.47340 3.04970 0.1 -0.1 0.1 0.363
H -6.10250 -0.63930 1.61760 -0.1 0.1 0.1 0.410
H -0.97940 -6.10010 -2.14910 0.0 -0.1 0.0 0.546
H 1.38920 -5.80010 -1.84520 0.0 0.0 0.0 0.425
H 1.86830 -4.36440 -0.90890 0.0 0.0 0.0 0.396
H 1.90750 -4.30970 -2.65580 0.1 0.0 -0.1 0.353
H -4.88460 -3.81900 -1.06510 -0.1 0.1 0.0 0.191
H -4.44910 -5.22530 -0.08220 0.0 0.0 0.1 0.397
H -5.70550 -5.36520 -1.31140 -0.1 -0.1 0.0 0.468
H -4.43800 -3.83160 -3.52810 0.0 0.1 -0.1 0.262
H -5.09460 -5.45720 -3.76760 -0.1 -0.1 -0.1 0.490
H -3.44440 -5.09300 -4.27180 0.1 0.0 -0.1 0.362
H -3.04680 -7.10850 -1.10790 0.1 -0.1 0.1 0.488
H -2.87010 -7.17070 -2.86990 0.1 -0.1 -0.1 0.412
H -4.45410 -7.31130 -2.13730 -0.1 0.0 0.0 0.425
H -1.81180 2.03910 -5.75290 0.0 0.1 -0.2 0.699
H -2.05910 4.03670 -4.38700 0.0 0.0 -0.1 0.500
H -0.81880 3.91850 -3.13000 -0.1 0.0 0.0 0.178
H -2.51420 3.81970 -2.68650 0.0 0.0 0.0 0.384
H -3.73910 -1.36240 -6.04950 -0.2 0.0 0.0 0.370
H -2.59910 -2.45090 -5.25260 0.0 -0.1 0.0 0.278
H -2.75230 -2.45540 -7.01170 0.0 0.0 -0.1 0.465
H -2.83320 0.66520 -7.37000 -0.1 0.1 -0.1 0.489
H -1.97010 -0.52390 -8.33320 0.0 0.0 0.0 0.421
H -1.07980 0.80850 -7.62240 0.1 0.1 0.0 0.436
H -0.10710 -2.05450 -5.44750 0.1 -0.1 0.1 0.271
H 0.50590 -0.69590 -6.39850 0.1 0.1 -0.1 0.147
H -0.25960 -2.05850 -7.21120 0.1 -0.1 -0.1 0.451
H -5.23910 1.26070 -2.58060 0.0 0.0 -0.1 0.165
H -5.67830 2.43120 -1.33160 0.0 0.1 0.0 0.368
H -6.88570 1.89190 -2.49960 -0.1 0.0 0.0 0.484
H -6.21330 -1.07090 -2.51370 0.1 -0.1 -0.1 0.267
H -7.86420 -0.47750 -2.32970 -0.2 0.1 0.0 0.457
H -7.19700 -1.59370 -1.14160 -0.1 -0.2 0.1 0.381
H -7.10030 1.68070 0.67630 0.0 0.1 0.1 0.447
H -7.90260 0.10460 0.60790 -0.1 -0.1 0.1 0.388
H -8.32500 1.35570 -0.54180 -0.1 0.0 -0.1 0.431
Cl 4.24770 2.09390 -3.32660 -0.7 -0.1 0.1 -0.061
C 2.45700 2.03100 -3.35140 0.8 0.6 -1.4 0.661
Cl 1.80620 3.67600 -3.63420 0.2 -0.4 0.1 -0.083
Cl 1.88890 0.93760 -4.65080 0.1 0.2 0.3 -0.046
C 1.96170 1.53700 -2.10860 -0.7 -0.8 2.1 -0.158
N 1.50280 1.12000 -1.12940 1.7 1.5 -2.3 -0.040
C 1.78200 -0.58440 1.33920 -1.2 0.5 -1.3 -0.606
H 2.56770 -1.24570 0.97880 0.0 -0.1 -0.1 0.325
H 1.84110 -0.47490 2.41930 -0.1 0.3 0.1 0.358
S 1.00790 5.52630 4.22410 -0.1 -0.1 0.4 -0.183
C 0.68000 4.12020 3.25490 0.0 -0.3 -0.1 1.172
C 0.15510 2.89890 3.69410 0.0 0.2 -0.1 -0.730
C 0.02100 1.85920 2.79780 -0.1 -0.1 0.2 -0.942
N 0.36890 1.93730 1.50630 -0.1 -0.2 -0.1 0.439
C 0.82320 3.12620 1.07410 0.1 0.3 0.0 -0.270
C 0.99170 4.21520 1.89040 -0.2 0.0 0.3 -1.252
C 0.75890 4.94360 5.90900 0.1 0.2 -0.5 0.153
C 1.86420 4.57820 6.66230 0.0 -0.1 0.1 -0.045
C 1.64200 4.19790 7.98260 0.2 0.1 -0.6 -0.412
N 0.43840 4.18930 8.50980 -0.1 -0.4 1.2 -0.533
C -0.60790 4.55970 7.80720 -0.2 0.2 -0.6 -0.356
C -0.50560 4.95480 6.47760 0.0 0.0 0.1 -0.108
H -0.15620 2.75700 4.71830 0.1 0.0 0.1 0.436
H -0.38560 0.91150 3.13250 0.1 0.0 -0.1 0.456
H 1.07270 3.21690 0.02750 0.0 -0.1 0.0 0.266
H 1.37120 5.14430 1.49510 0.1 0.0 -0.2 0.460
H 2.86090 4.60360 6.24920 0.1 0.0 -0.1 0.423
H 2.45450 3.89710 8.62990 0.1 0.0 0.0 0.376
H -1.55670 4.54750 8.32310 -0.2 0.0 0.0 0.383
H -1.37200 5.27760 5.92140 -0.1 0.0 -0.1 0.427
```
Forces are in eV/Å.

Computed properties:
orbital gap (spin up / spin down) = 6.5 / 6.1 eV
charge = +2
LUMO (spin up / spin down) = -6.494 / -6.556 eV
energy above the lowest of the compared OMol25 structures with the same formula, charge and spin = 48.58 kcal/mol
E_tot = -139457.0984 eV
multiplicity = 2